Model A:
The following is a quantum chemistry calculation of a cluster of 2 separate species, C3H3Cl2NS in total, from the Open Molecules 2025 dataset.

## Properties
M   156.0 g mol⁻¹
Orbital gap (spin up / spin down)   7.5 / 7.8 eV
E_HOMO (spin up / spin down)   -8.2703 / -8.4523 eV

Last column: Mulliken charge in e.
Positions of all 10 atoms, in Å:
C 0.9385 0.3309 1.4055  0.126
C -1.3152 -0.5910 0.4065  -0.882
C 0.4772 0.4673 -1.4305  0.214
N 1.6702 -0.5007 1.1329  -0.360
S -1.0519 0.7244 -0.6024  0.014
Cl 0.8125 1.4861 -2.7610  -0.155
Cl 0.9053 -1.1991 -1.6363  -0.110
H -1.6622 -0.2850 1.4458  0.329
H 0.2754 1.0788 1.8512  0.303
H -1.0496 -1.5117 0.1883  0.520



Model B:
The following is a quantum chemistry calculation of an isolated molecule of C3H3Cl2NS, from the Open Molecules 2025 dataset.

## Properties
M   156.0 g mol⁻¹
Orbital gap   9.7 eV
SMILES   Cl[C@H]1SC=CN1Cl
E_HOMO   -9.1337 eV

Last column: Mulliken charge in e.
Positions of all 10 atoms, in Å:
Cl -1.6027 -1.5804 -0.7446  -0.223
C -0.6668 -0.6772 0.6425  -0.119
S 0.9671 -1.3025 0.8009  -0.079
C 1.4208 -0.1968 -0.4931  -0.373
C 0.7063 0.8803 -0.5721  -0.177
N -0.5817 0.6846 0.5504  -0.184
Cl -1.9541 1.6558 0.2898  -0.048
H -1.0967 -0.9229 1.5522  0.429
H 2.3306 -0.3775 -1.0226  0.393
H 0.4772 1.8366 -1.0035  0.381



Energetically preferred structure: model B | next structure: +34.0 kcal/mol



Model A:
The following is a quantum chemistry calculation of a cluster of 2 separate species, CCl2FNO in total, from the Open Molecules 2025 dataset.

## Properties
M   131.9 g mol⁻¹
Orbital gap (spin up / spin down)   8.1 / 8.1 eV
E_HOMO (spin up / spin down)   -8.8097 / -9.0218 eV

Last column: Mulliken charge in e.
Positions of all 6 atoms, in Å:
C -0.5660 0.1372 0.2295  0.394
N 1.2391 -0.9421 -0.2890  0.170
O 2.0676 -0.2317 -0.7054  -0.153
F -0.7821 0.0802 1.6099  -0.209
Cl -1.6614 -0.8350 -0.6243  -0.101
Cl -0.2971 1.7915 -0.2208  -0.101



Model B:
The following is a quantum chemistry calculation of a cluster of 2 separate species, CCl2FNO in total, from the Open Molecules 2025 dataset.

## Properties
M   131.9 g mol⁻¹
Orbital gap (spin up / spin down)   5.2 / 5.2 eV
E_HOMO (spin up / spin down)   -9.3837 / -9.3954 eV

Last column: Mulliken charge in e.
Positions of all 6 atoms, in Å:
C 0.2696 0.3297 -0.3813  0.807
N -0.8939 0.0825 -0.0875  -0.197
O 1.3044 0.6000 -0.7166  -0.133
F 1.0673 -1.2196 1.6249  -0.734
Cl -2.0823 0.9126 -1.4406  0.029
Cl -1.5980 -0.9370 1.0443  0.229



Energetically preferred structure: model A | next structure: +68.5 kcal/mol